Formula: C72H160F24N12O24S8
Source: OMol25
Level of theory: ωB97M-V/def2-TZVPD

lowest unoccupied orbital energy	-0.2485	Eh
HOMO energy	-14.22	eV
ΔE to the lowest compared entry with this formula, charge and spin	159.9	kcal per mole
frontier orbital gap	7.46	eV
F_max	9.1	eV Å⁻¹
energy	-10882.60548	hartree
net charge	+4

XYZ file:
```
300
C72H160F24N12O24S8 (ωB97M-V/def2-TZVPD)
C -0.83 4.23 -8.42
C -0.76 2.90 -7.64
N -1.54 2.97 -6.25
C -3.05 2.79 -6.60
C -1.23 1.73 -5.33
C -1.73 0.34 -5.78
C -1.39 4.28 -5.47
C 0.03 4.48 -4.84
O 1.05 4.44 -5.90
C 1.92 5.57 -5.97
H -0.39 5.15 -8.05
H -1.86 4.55 -8.54
H -0.27 4.11 -9.35
H 0.27 2.58 -7.51
H -1.26 2.19 -8.30
H -3.19 2.00 -7.34
H -3.53 3.73 -6.88
H -3.55 2.53 -5.67
H -1.69 2.11 -4.42
H -0.14 1.70 -5.31
H -1.47 0.18 -6.83
H -2.80 0.15 -5.71
H -1.16 -0.37 -5.18
H -2.13 4.19 -4.66
H -1.74 5.08 -6.12
H 0.31 3.66 -4.18
H 0.10 5.39 -4.25
H 2.79 5.22 -6.53
H 2.29 5.72 -4.95
H 1.40 6.40 -6.43
C -4.08 -4.27 6.32
C -2.82 -5.17 6.67
N -1.49 -4.45 6.86
C -1.58 -3.57 8.12
C -0.43 -5.53 7.08
C -0.74 -6.50 8.21
C -0.99 -3.53 5.67
C -1.87 -2.42 5.10
O -2.14 -1.42 6.12
C -2.93 -0.27 5.69
H -4.88 -4.98 6.55
H -4.12 -4.06 5.25
H -4.18 -3.41 6.98
H -2.71 -5.87 5.84
H -2.93 -5.74 7.59
H -0.61 -3.34 8.55
H -2.10 -4.12 8.90
H -2.25 -2.73 7.94
H 0.45 -4.93 7.29
H -0.17 -6.04 6.15
H -0.97 -6.09 9.20
H 0.17 -7.07 8.41
H -1.47 -7.27 7.96
H -0.94 -4.31 4.91
H -0.05 -3.17 6.11
H -2.69 -2.81 4.50
H -1.28 -1.78 4.45
H -3.80 -0.72 5.21
H -2.43 0.31 4.92
H -3.26 0.32 6.55
C -0.47 -0.03 -1.67
C -0.46 -0.68 -0.27
N 0.50 0.07 0.67
C 0.46 -0.76 2.02
C 1.97 0.05 0.12
C 3.17 0.27 1.10
C 0.13 1.57 1.05
C -1.31 2.00 1.23
O -2.04 1.03 2.02
C -3.31 1.46 2.35
H -0.56 1.06 -1.68
H -1.17 -0.60 -2.27
H 0.49 -0.18 -2.17
H -0.16 -1.73 -0.32
H -1.49 -0.66 0.06
H 0.82 -1.78 1.84
H -0.57 -0.94 2.32
H 1.06 -0.30 2.81
H 2.25 0.76 -0.66
H 2.05 -0.95 -0.30
H 3.17 -0.51 1.86
H 3.11 1.23 1.60
H 4.14 0.05 0.65
H 0.61 2.08 0.21
H 0.85 1.78 1.84
H -1.82 2.04 0.27
H -1.33 2.99 1.67
H -3.30 2.01 3.29
H -3.89 0.57 2.61
H -3.98 1.81 1.57
C 6.29 -0.37 -8.76
C 5.28 0.14 -7.70
N 5.85 0.77 -6.40
C 6.64 2.00 -6.72
C 4.66 1.16 -5.47
C 3.46 1.99 -6.02
C 6.65 -0.39 -5.66
C 7.29 -0.19 -4.24
O 6.41 0.24 -3.25
C 5.69 -0.88 -2.70
H 5.83 -0.70 -9.69
H 6.78 -1.29 -8.43
H 7.08 0.28 -9.13
H 4.64 -0.64 -7.29
H 4.57 0.84 -8.13
H 6.08 2.74 -7.29
H 7.50 1.80 -7.36
H 6.95 2.49 -5.80
H 5.24 1.59 -4.65
H 4.21 0.23 -5.10
H 2.93 1.59 -6.89
H 3.68 3.02 -6.30
H 2.71 2.06 -5.23
H 7.43 -0.68 -6.36
H 6.06 -1.30 -5.73
H 8.03 0.59 -4.41
H 7.88 -1.07 -3.95
H 5.02 -1.17 -3.51
H 5.08 -0.70 -1.81
H 6.46 -1.62 -2.50
C 6.76 3.62 1.53
C 6.38 2.08 1.58
N 7.46 1.10 2.07
C 7.78 1.34 3.51
C 6.97 -0.31 1.74
C 6.00 -0.94 2.67
C 8.81 1.45 1.29
C 8.78 1.27 -0.27
O 8.57 -0.09 -0.74
C 9.75 -0.87 -0.98
H 5.90 4.29 1.49
H 7.44 3.95 0.75
H 7.36 3.74 2.43
H 5.98 1.73 0.63
H 5.62 1.89 2.33
H 8.41 0.54 3.91
H 6.82 1.33 4.02
H 8.27 2.29 3.73
H 7.70 -1.07 1.46
H 6.60 -0.28 0.71
H 5.78 -1.99 2.46
H 5.07 -0.39 2.77
H 6.54 -0.98 3.62
H 9.50 0.71 1.69
H 9.22 2.43 1.54
H 9.66 1.63 -0.81
H 7.95 1.88 -0.64
H 10.02 -0.75 -2.03
H 9.58 -1.93 -0.84
H 10.57 -0.56 -0.32
C -2.08 5.39 0.73
C -2.87 6.27 -0.29
N -2.31 7.77 -0.34
C -2.55 8.36 1.11
C -0.80 7.84 -0.82
C -0.50 7.09 -2.13
C -3.19 8.58 -1.39
C -4.62 8.95 -0.92
O -4.66 9.78 0.25
C -5.87 9.58 1.02
H -1.13 5.06 0.30
H -2.60 4.43 0.79
H -2.04 5.64 1.79
H -3.94 6.28 -0.06
H -2.85 5.94 -1.33
H -2.43 9.44 1.11
H -1.72 7.95 1.68
H -3.53 8.06 1.48
H -0.16 7.43 -0.04
H -0.58 8.91 -0.82
H -0.45 6.00 -2.04
H 0.54 7.35 -2.31
H -1.07 7.25 -3.04
H -3.21 7.98 -2.30
H -2.53 9.43 -1.57
H -5.14 8.00 -0.75
H -5.12 9.61 -1.63
H -6.73 9.99 0.48
H -5.75 10.16 1.94
H -6.15 8.57 1.32
C -1.82 -3.63 -1.73
C -2.54 -4.87 -2.21
N -1.65 -6.11 -2.54
C -0.88 -6.55 -1.25
C -2.57 -7.27 -3.04
C -3.46 -7.92 -1.93
C -0.60 -5.68 -3.61
C 0.34 -6.70 -4.19
O 1.03 -7.45 -3.22
C 2.27 -6.80 -2.86
H -1.31 -3.11 -2.54
H -1.19 -3.93 -0.89
H -2.57 -2.94 -1.36
H -3.05 -4.67 -3.15
H -3.25 -5.16 -1.43
H 0.03 -5.94 -1.20
H -0.56 -7.59 -1.31
H -1.42 -6.23 -0.36
H -1.87 -8.08 -3.25
H -3.15 -6.92 -3.90
H -4.13 -8.68 -2.33
H -4.02 -7.23 -1.31
H -2.79 -8.43 -1.23
H 0.02 -4.94 -3.10
H -1.19 -5.22 -4.40
H 0.98 -6.31 -4.98
H -0.28 -7.42 -4.72
H 3.03 -7.07 -3.59
H 2.62 -7.36 -1.98
H 2.25 -5.72 -2.76
C -8.56 -5.50 1.61
C -8.99 -5.58 3.09
N -8.86 -4.32 4.03
C -9.82 -3.22 3.45
C -9.39 -4.59 5.42
C -8.65 -5.76 6.16
C -7.37 -3.93 4.03
C -6.99 -2.88 5.09
O -7.62 -1.61 4.86
C -6.94 -0.84 3.82
H -9.20 -6.15 1.01
H -7.51 -5.74 1.42
H -8.63 -4.52 1.16
H -8.41 -6.37 3.56
H -10.06 -5.81 3.18
H -10.80 -3.66 3.33
H -9.42 -2.85 2.50
H -9.96 -2.42 4.18
H -10.47 -4.73 5.40
H -9.27 -3.67 5.99
H -9.14 -5.81 7.14
H -7.59 -5.56 6.31
H -8.92 -6.70 5.67
H -7.09 -3.51 3.06
H -6.76 -4.82 4.17
H -5.92 -2.70 5.07
H -7.21 -3.22 6.10
H -5.85 -0.87 3.77
H -7.24 0.20 3.94
H -7.35 -0.99 2.82
C 0.71 -7.38 2.14
F 0.72 -7.55 0.86
F -0.56 -7.49 2.52
F 1.47 -8.24 2.74
S 1.15 -5.51 2.37
O 0.13 -4.82 1.60
O 1.09 -5.32 3.82
N 2.75 -5.47 1.78
S 2.83 -4.28 0.91
O 1.83 -4.03 -0.13
O 3.23 -3.10 1.69
C 4.48 -4.78 -0.10
F 4.53 -6.05 -0.35
F 4.55 -4.10 -1.23
F 5.53 -4.45 0.66
C 4.24 3.70 -2.33
F 4.91 2.50 -1.98
F 4.82 4.86 -1.93
F 4.17 3.71 -3.71
S 2.42 3.76 -1.78
O 2.00 5.04 -2.20
O 1.63 2.68 -2.42
N 2.58 3.50 -0.04
S 2.41 4.83 0.61
O 3.61 5.61 0.48
O 1.15 5.50 0.34
C 2.33 4.54 2.49
F 2.25 5.73 3.07
F 1.35 3.76 2.78
F 3.49 3.97 2.81
C 2.55 2.71 6.10
F 1.38 2.63 5.50
F 3.20 3.85 5.85
F 2.42 2.69 7.43
S 3.79 1.36 5.61
O 3.55 1.09 4.19
O 5.06 1.93 5.94
N 3.41 0.11 6.72
S 2.97 -1.05 5.90
O 1.64 -0.98 5.20
O 4.08 -1.64 5.10
C 2.65 -2.37 7.47
F 3.73 -2.71 8.16
F 1.73 -1.85 8.28
F 2.08 -3.51 6.87
C -4.08 1.02 -2.12
F -3.20 0.59 -2.97
F -5.28 0.89 -2.57
F -3.70 0.42 -0.95
S -3.72 2.95 -1.97
O -4.26 3.30 -0.66
O -2.25 3.13 -2.04
N -4.26 3.54 -3.43
S -5.38 4.48 -3.19
O -6.57 3.82 -2.53
O -5.03 5.79 -2.65
C -5.96 4.77 -5.01
F -6.17 3.57 -5.58
F -7.08 5.48 -5.03
F -5.06 5.41 -5.71
```